(1)
{
  "formula": "C3NO3S",
  "method": "wB97M-V/def2-TZVPD",
  "total_charge": -1,
  "lumo_energy_ev": [2.14, 2.14],
  "relative_energy_kcal_mol": 60.48,
  "symbols": ["S", "O", "O", "O", "N", "C", "C", "C"],
  "positions_angstrom": [[1.038385, -2.213539, -0.875777], [-1.966325, -0.663655, -1.091273], [1.428966, 0.528264, 0.237010], [0.503948, 1.833465, 1.783331], [-0.830655, 0.527054, 0.508376], [0.380107, -0.800768, -0.935093], [-0.992826, -0.227570, -0.513768], [0.438401, 1.016750, 0.887193]],
  "forces_ev_per_a": [[0.0, 0.4, -0.6], [-0.8, -0.5, -0.7], [0.2, -1.4, -1.8], [0.4, 0.4, 0.4], [-0.5, 0.6, 1.0], [1.7, 0.1, 2.1], [0.3, 0.7, -0.2], [-1.3, -0.3, -0.2]],
  "nbo_charge": [0.180, -0.650, -0.643, -0.673, -0.603, 0.034, 0.510, 0.846]
}

(2)
{
  "formula": "C3H7NO",
  "method": "wB97M-V/def2-TZVPD",
  "smiles": "N[C@@H]1C[C@H]1O",
  "lumo_energy_ev": 1.00,
  "relative_energy_kcal_mol": 42.86,
  "symbols": ["O", "N", "C", "C", "C", "H", "H", "H", "H", "H", "H", "H"],
  "positions_angstrom": [[1.247390, -0.227307, 1.699449], [-0.454511, 0.807508, -1.426307], [-0.735106, -0.817795, 0.421537], [0.181546, 0.229569, 0.925821], [0.168215, -0.121147, -0.534922], [1.010669, -0.719388, -0.869707], [-0.983868, 0.311778, -2.157055], [0.212522, 1.429635, -1.870126], [1.985005, 0.356697, 1.537419], [-0.293745, 1.178558, 1.200006], [-1.800283, -0.578080, 0.377421], [-0.537834, -1.850028, 0.696465]],
  "forces_ev_per_a": [[-0.2, -0.1, 0.3], [-0.4, -0.2, -0.7], [-1.0, -0.6, 0.3], [-0.3, 0.2, -0.1], [0.1, 0.1, -0.1], [0.1, 0.1, 0.0], [0.4, 0.4, 0.4], [-0.1, -0.1, 0.0], [0.4, 0.2, 0.0], [0.4, -0.2, 0.0], [0.4, 0.0, 0.0], [0.2, 0.2, -0.1]],
  "nbo_charge": [-0.699, -0.833, -0.441, 0.069, -0.101, 0.185, 0.360, 0.361, 0.468, 0.182, 0.221, 0.227]
}

(3)
{
  "formula": "C43H90BIN4O20S",
  "method": "wB97M-V/def2-TZVPD",
  "smiles": "CCSC[C@@](C[C@@H](O)CN)(O[C@@H](C[C@H](C)I)CN(CCN(CC)C(C)=O)C[C@H](O)CN)B(O)CC.CCOC(=O)OC.CCOC(=O)OC.CCOC(=O)OC.CCOC(=O)OC.CCOC(=O)OC",
  "lumo_energy_ev": 0.36,
  "symbols": ["I", "S", "O", "O", "O", "O", "O", "O", "O", "O", "O", "O", "O", "O", "O", "O", "O", "O", "O", "O", "O", "O", "N", "N", "N", "N", "C", "C", "C", "C", "C", "C", "C", "C", "C", "C", "C", "C", "C", "C", "C", "C", "C", "C", "C", "C", "C", "C", "C", "C", "C", "C", "C", "C", "C", "C", "C", "C", "C", "C", "C", "C", "C", "C", "C", "C", "C", "C", "C", "B", "H", "H", "H", "H", "H", "H", "H", "H", "H", "H", "H", "H", "H", "H", "H", "H", "H", "H", "H", "H", "H", "H", "H", "H", "H", "H", "H", "H", "H", "H", "H", "H", "H", "H", "H", "H", "H", "H", "H", "H", "H", "H", "H", "H", "H", "H", "H", "H", "H", "H", "H", "H", "H", "H", "H", "H", "H", "H", "H", "H", "H", "H", "H", "H", "H", "H", "H", "H", "H", "H", "H", "H", "H", "H", "H", "H", "H", "H", "H", "H", "H", "H", "H", "H", "H", "H", "H", "H", "H", "H"],
  "positions_angstrom": [[-4.959887, 2.084342, 2.294587], [-4.086375, 3.645267, -5.431262], [-4.181908, -7.220141, -5.025792], [-0.395652, -4.322324, 4.925241], [-3.220607, -9.125751, -4.510473], [0.230805, 0.121994, 2.338408], [-2.884447, 11.625616, -4.972679], [6.592197, 1.744042, 2.859783], [-5.289227, -9.171954, -5.510574], [-0.732991, 11.867628, -4.201846], [-1.516357, -0.966153, -3.406884], [1.672967, -4.276123, 5.925342], [8.416395, -0.607545, 11.257727], [5.644099, 0.712068, 4.550091], [-3.260626, 1.151684, -2.063066], [-4.084585, -3.528852, -1.296521], [7.855307, 0.279722, 4.097144], [0.711666, -2.370512, 5.410024], [-5.743583, 0.889748, -3.782654], [-1.799479, 9.837199, -4.305287], [10.627602, -1.039891, 10.804780], [9.364493, 0.424430, 9.567418], [1.521076, -0.612377, -4.650180], [-1.756882, -4.162151, -0.471398], [-1.152425, -0.308707, -0.431761], [2.457944, 1.668743, 1.516532], [5.694412, -0.179295, 5.670444], [-2.844679, -3.981368, -1.487478], [8.466708, -1.498908, 12.378080], [-3.676084, 3.229491, -3.623007], [-0.906250, -2.952112, -0.232197], [-0.795600, 0.271091, -3.732192], [-4.025777, -0.204644, -5.570854], [0.338616, -0.148896, -0.274260], [-0.597399, 9.227720, -3.839679], [-4.331179, -8.567967, -5.054112], [-0.360078, -1.657584, 4.796548], [10.529966, 0.718154, 8.800182], [-1.709839, 11.181780, -4.459513], [-5.253652, -6.507214, -5.639268], [0.562396, -3.718337, 5.381704], [-2.457674, 1.913783, -1.110590], [0.942917, -0.487199, 1.205986], [7.757670, 2.037766, 2.092547], [-2.952789, 6.201285, -4.859132], [-3.239780, -4.161315, 1.743696], [-5.812704, 3.933564, -0.128138], [6.801533, 0.847458, 3.855792], [-2.484323, -4.459904, -3.049303], [-4.055185, -1.813515, -5.250832], [-1.943487, 0.865637, 0.088067], [-3.187125, 1.640407, -3.438044], [9.094559, -0.814694, 13.579279], [-2.163949, -4.905953, 0.764425], [-4.838034, 2.598346, 0.127480], [-3.321324, 3.072568, -0.267807], [6.322263, 0.504919, 6.871644], [-2.861620, 4.975237, -5.959613], [2.480059, 0.172096, 1.233832], [0.143797, -0.085667, -5.069464], [1.700917, -5.708288, 5.944522], [-2.789054, -11.104109, -5.849235], [-1.689668, -1.579526, 0.187776], [-2.266595, 13.367316, -6.546579], [2.104521, -6.254480, 4.586581], [-3.192658, -10.557918, -4.491294], [-2.953796, 13.032289, -5.234812], [9.573828, -0.472154, 10.563428], [-1.726009, 1.543034, -4.164704], [-4.343705, 0.770286, -4.288871], [-1.483239, 2.403188, -1.530071], [-5.876651, 4.627256, 0.835574], [-4.717233, 3.287274, -3.053174], [4.660788, -0.452494, 5.906603], [10.999967, -0.196140, 8.423934], [-0.220299, -0.592769, 5.001231], [-0.232416, 9.712052, -2.928302], [-3.175748, 5.336736, -7.044848], [-0.191056, -2.820623, -1.179044], [-2.720205, 3.275331, 0.723872], [-1.846516, -10.655952, -6.180546], [0.848886, -0.884360, -1.042323], [-1.125893, 2.521917, -3.837383], [-1.192844, 13.161939, -6.494133], [-4.568390, -2.081657, -4.233881], [3.359754, 1.908622, 1.985877], [6.220974, -1.105531, 5.411845], [-1.175243, -5.181887, 1.362892], [-2.447452, -10.851843, -3.744927], [7.372098, 0.750115, 6.682976], [-1.327879, -1.962193, 5.207610], [-0.814920, 8.181514, -3.608589], [11.236277, 1.296288, 9.403724], [8.463981, 2.615901, 2.696088], [-2.953880, 0.486973, 0.597360], [2.221996, -7.341031, 4.625781], [-1.452919, -5.052373, -3.036178], [-2.403585, 14.423068, -6.796685], [10.227714, 1.326106, 7.943267], [-0.851484, -1.716342, -3.589008], [8.993270, -2.425144, 12.119481], [8.582321, 0.128188, 13.797402], [-2.291003, 5.938854, -3.930271], [1.354758, -6.015987, 3.825760], [10.144394, -0.569498, 13.390612], [-6.221453, -6.811822, -5.228205], [2.375667, 2.128686, 0.569651], [-3.538817, -10.865616, -6.610055], [-2.671579, -12.190660, -5.810035], [8.227671, 1.123472, 1.716298], [2.983041, -0.093830, 0.184154], [6.272128, -0.139218, 7.753971], [0.737678, -6.115355, 6.273947], [-1.387670, 1.542478, 0.866461], [7.455418, 2.645719, 1.235631], [-3.262233, 4.049226, -0.922761], [-4.286316, -3.937495, 1.272008], [-3.297117, -5.193430, -3.463518], [9.044424, -1.458831, 14.461607], [-0.042225, 0.643503, -2.918661], [-2.746437, -3.196665, 2.231737], [-5.370883, 4.644131, -0.979147], [5.810026, 1.447800, 7.089766], [-5.775127, 0.275237, -2.976523], [-2.582387, 7.237502, -5.296552], [-4.592530, -2.327233, -6.184437], [-6.869934, 3.595485, -0.524445], [-5.113873, -5.442398, -5.434585], [0.163404, 9.258392, -4.625562], [-3.027830, 0.017636, -6.138923], [-0.169767, -3.220618, 0.668294], [1.091751, -1.622610, 1.445823], [-2.325400, -3.487138, -3.679698], [-2.616513, -5.947740, 0.416066], [-1.792015, 4.447814, -5.952805], [-4.155897, -10.964984, -4.161868], [-0.334900, -1.808730, 3.713082], [-1.767113, 1.612330, -5.356215], [-5.228474, -6.658359, -6.722733], [-4.898930, -0.010856, -6.361766], [3.076472, -0.454289, 2.031194], [1.551712, -1.613989, -4.976987], [2.194412, -0.117022, -5.302469], [-2.668043, 12.753890, -7.359927], [-0.448652, -0.819855, -5.761671], [0.624511, 0.945370, -0.607585], [0.302793, 0.945467, -5.634889], [-2.940244, 3.992068, -3.123726], [-2.922898, -2.183785, -5.321825], [3.047059, -5.806323, 4.255269], [0.690942, -0.058635, 3.218306], [-3.442916, -4.900560, 2.657513], [2.446122, -6.002215, 6.690888], [-2.859017, -1.591156, -0.053597], [-4.015362, 13.291332, -5.303810], [-5.291784, 1.752799, -0.541372], [-1.640590, -1.518994, 1.379079], [7.433084, -1.772106, 12.614239], [-4.069746, 6.275382, -4.458116], [-2.535631, 13.608122, -4.400780]],
  "forces_ev_per_a": [[0.0, 0.1, -1.3], [0.7, 0.3, 0.7], [0.0, -1.1, 0.2], [1.3, 0.9, 0.7], [-0.9, 0.7, -0.2], [0.5, -0.8, -0.2], [0.8, -0.6, 0.7], [-0.1, -0.7, 0.7], [1.3, 0.9, 0.7], [-1.4, -1.0, -0.3], [2.0, 0.1, -0.6], [-0.9, 0.7, -0.2], [0.7, 0.1, -0.9], [0.8, 0.1, -1.0], [1.5, 2.1, -0.4], [7.2, -2.6, -0.4], [-1.5, 0.8, -0.4], [0.1, -1.1, 0.2], [2.8, -1.9, 0.5], [-0.1, 1.0, -0.1], [-1.5, 0.8, -0.4], [0.0, -0.8, 0.8], [-0.6, -0.2, -2.3], [-1.5, 0.5, -0.2], [0.2, 0.2, 1.4], [0.7, -1.5, -1.1], [0.1, -0.4, 0.7], [-4.6, 1.2, -0.9], [0.1, -0.3, 0.6], [-0.8, -0.6, 1.7], [1.3, 0.5, 0.0], [1.3, 0.3, -2.0], [-0.8, 0.0, -1.3], [-0.3, -0.2, 0.2], [0.4, -0.3, 0.2], [-0.2, -0.4, -0.3], [-0.5, 0.2, -0.2], [0.4, 0.1, -0.4], [0.3, 0.4, -0.2], [-0.4, 0.4, -0.2], [-0.2, -0.4, -0.3], [0.5, -0.5, 2.6], [2.4, 1.0, 0.7], [0.4, 0.1, -0.4], [0.0, -0.1, 0.0], [0.4, -0.6, 1.4], [0.0, 0.5, -0.2], [0.4, -0.2, 0.5], [1.3, -0.1, 1.2], [0.6, -0.1, -1.3], [-1.4, 0.8, -0.4], [-0.1, 0.9, -2.1], [0.3, 0.2, 0.0], [-0.8, -0.9, 0.6], [-0.5, 2.4, -1.8], [1.1, -0.7, -0.4], [0.2, 0.2, 0.0], [0.7, 0.3, 0.7], [-0.1, -1.6, -0.7], [-0.5, 1.6, 0.5], [0.0, -0.7, -0.1], [-0.1, 0.1, -0.3], [-0.9, 0.0, 1.0], [0.3, -0.2, -0.1], [-0.1, 0.1, -0.3], [0.0, -0.7, -0.1], [0.0, 0.7, -0.2], [0.4, -0.1, 0.3], [0.7, 0.4, 0.6], [-0.8, -0.3, 0.5], [-1.9, -0.8, 0.2], [-0.1, -1.7, -2.0], [2.2, 0.1, -1.2], [0.1, 0.2, -0.3], [0.0, 0.2, 0.2], [0.2, -0.2, 0.2], [0.0, 0.0, -0.3], [0.7, -1.0, 2.4], [-1.7, 0.0, 1.9], [-1.2, -0.3, -2.0], [0.0, -0.1, 0.2], [-0.8, 1.5, 1.6], [-1.0, -2.1, -0.7], [-0.1, 0.1, 0.1], [1.1, 0.3, -2.0], [-1.0, 0.0, -0.9], [0.0, 0.3, -0.1], [-2.1, 0.8, -1.2], [-0.1, 0.4, -0.1], [-0.1, -0.2, 0.0], [0.2, 0.0, -0.2], [-0.2, 0.3, -0.2], [0.0, -0.2, -0.1], [0.0, -0.2, -0.1], [2.3, 0.7, -1.0], [0.0, 0.1, 0.0], [-2.2, 1.3, 0.1], [0.0, -0.1, 0.0], [-0.2, -0.1, 0.3], [-1.5, 1.8, 0.5], [0.0, 0.3, -0.1], [-0.1, -0.2, 0.0], [-1.2, 0.5, -1.8], [0.0, -0.1, 0.2], [-0.1, -0.2, 0.0], [0.2, -0.1, -0.2], [0.5, -0.4, 1.7], [0.0, -0.1, 0.2], [0.0, 0.1, 0.0], [0.0, 0.2, 0.2], [-0.9, 0.5, 2.1], [0.0, 0.1, -0.1], [0.1, 0.3, -0.2], [-0.8, -1.5, -1.3], [-0.2, -0.1, 0.3], [-0.7, -1.9, 1.5], [2.3, -0.3, 0.6], [1.4, 1.8, 0.8], [0.0, 0.1, -0.1], [-1.5, -1.1, -1.1], [-1.2, -2.0, -1.2], [-0.8, -1.8, 1.7], [-0.1, -0.2, 0.0], [-0.1, 1.4, -1.4], [-0.9, -2.2, 0.9], [0.9, 0.9, 2.3], [2.0, 0.7, 1.2], [0.2, -0.3, 0.1], [0.0, 0.1, 0.2], [-1.9, -0.3, 1.2], [-1.7, 0.4, -2.0], [-0.5, 1.9, -0.9], [-0.7, -1.9, 1.1], [0.9, 2.2, 0.7], [-2.2, 1.5, -0.3], [0.1, 0.3, -0.2], [-0.2, -0.1, 0.2], [-0.4, -0.2, 2.7], [-0.1, -0.1, 0.2], [1.8, -0.3, 1.7], [-1.0, 1.6, -1.3], [0.2, 1.4, 0.6], [-0.9, -0.9, 1.2], [-0.1, 0.1, 0.1], [1.0, 1.4, 1.3], [-0.5, -2.1, 0.8], [-0.3, -2.2, 1.0], [-1.3, -1.5, -1.2], [-2.6, 0.7, 0.6], [0.0, -0.1, 0.2], [-0.5, 0.3, -2.2], [0.5, 1.5, -1.9], [-0.1, 0.4, -0.1], [2.7, -0.4, 0.2], [0.1, -0.4, 0.1], [1.3, 1.4, 1.5], [0.0, 0.0, -2.3], [0.1, 0.2, -0.3], [2.4, 0.0, -1.1], [0.1, -0.3, -0.1]],
  "mulliken_charge": [0.025, -0.123, -0.248, -0.569, -0.327, -0.555, -0.340, -0.295, -0.565, -0.560, -0.033, -0.367, -0.325, -0.336, 0.025, -0.578, -0.567, -0.315, -0.733, -0.249, -0.559, -0.290, -0.543, 0.331, 1.530, -0.518, -0.192, 0.383, -0.188, -0.507, -0.651, 1.109, -0.182, -1.518, -0.615, 0.692, -0.280, -0.686, 0.696, -0.540, 0.749, 1.037, 0.610, -0.653, -0.750, -0.489, -0.862, 0.743, -0.362, -0.465, -1.468, 0.604, -1.087, -0.390, -0.373, -1.006, -1.016, -0.266, -0.780, -0.999, -0.168, -1.085, -0.618, -1.088, -0.913, -0.181, -0.164, 0.726, -1.415, -0.014, 0.220, 0.340, 0.152, 0.298, 0.331, 0.264, 0.347, 0.366, -0.036, 0.527, 0.285, 0.355, 0.310, 0.307, 0.075, 0.244, 0.314, 0.221, 0.289, 0.231, 0.346, 0.106, 0.310, 0.291, -0.021, 0.360, 0.296, 0.353, 0.214, 0.231, 0.310, 0.290, 0.136, 0.142, 0.306, 0.329, 0.229, 0.307, 0.357, 0.303, 0.245, 0.360, 0.294, 0.152, 0.219, 0.290, 0.212, 0.096, 0.356, -0.420, 0.003, 0.200, 0.298, 0.330, 0.270, 0.289, 0.274, 0.079, 0.325, 0.123, 0.095, 0.023, -0.249, 0.303, 0.182, 0.307, -0.036, 0.453, 0.305, 0.316, 0.369, 0.261, 0.293, 0.290, 0.203, 0.266, 0.421, -0.001, 0.028, 0.290, 0.314, 0.343, 0.304, 0.453, 0.287, 0.326, 0.084, 0.290, 0.249, 0.306]
}